--- P ---
Entry from the Open Molecules 2025 dataset: a 2-piece molecular cluster, C3H10OS overall (ωB97M-V with the def2-TZVPD basis set).

The geometry in ORCA input format:
```
! wB97M-V def2-TZVPD RIJCOSX def2/J DEFGRID3
* xyz 0 1
C -0.26262 1.13565 -2.19182
O 1.17706 0.98127 -2.33070
H 1.63817 1.69119 -1.88150
H -0.58211 0.34753 -2.85062
H -0.54290 0.94827 -1.16134
H -0.55906 2.14457 -2.45315
C 1.17456 -0.26977 1.49340
C -1.37257 -1.29563 1.41737
S -0.07225 -0.92904 2.62786
H 1.84479 0.35465 2.07555
H 1.78971 -1.09741 1.13189
H 0.67747 0.13454 0.62139
H -2.00249 -0.41900 1.32234
H -1.99392 -2.14316 1.70949
H -0.91384 -1.58367 0.46982
*
```

Frontier orbital gap = 9.23 eV
HOMO level = -0.30940 Ha
Lowest unoccupied orbital energy = 0.815 eV
SMILES = CSC.CO
Molar mass = 94.2 g/mol

natural (NBO) population analysis, charges in e, atoms 1 to 4: atom 1 (C): -0.25, atom 2 (O): -0.73, atom 3 (H): 0.46, atom 4 (H): 0.19

=====

--- Q ---
Entry from the Open Molecules 2025 dataset: a 2-piece molecular cluster, C3H10OS overall (ωB97M-V with the def2-TZVPD basis set).

The geometry in ORCA input format:
```
! wB97M-V def2-TZVPD RIJCOSX def2/J DEFGRID3
* xyz 0 1
C -2.83781 -0.10819 0.43675
O -2.12613 -0.03818 -0.79144
H -3.60040 0.67095 0.42444
H -3.32040 -1.08238 0.55143
H -2.19092 0.06798 1.29654
H -1.20283 -0.28134 -0.63454
C 2.13541 0.09932 -1.10680
S 1.12668 -0.52716 0.21553
C 0.76379 1.04845 1.06489
H 1.86662 -0.37258 -2.05214
H 3.20182 0.01560 -0.91642
H 1.89169 1.14982 -1.28054
H -0.02453 0.93899 1.80235
H 1.66671 1.49123 1.47204
H 0.36007 1.70481 0.29087
*
```

Frontier orbital gap = 9.83 eV
HOMO level = -0.32900 Ha
Lowest unoccupied orbital energy = 0.878 eV
SMILES = CSC.CO
Molar mass = 94.2 g/mol

natural (NBO) population analysis, charges in e, atoms 1 to 4: atom 1 (C): -0.24, atom 2 (O): -0.75, atom 3 (H): 0.18, atom 4 (H): 0.16

=====

--- R ---
Entry from the Open Molecules 2025 dataset: a 2-piece molecular cluster, C3H10OS overall (ωB97M-V with the def2-TZVPD basis set).

The geometry in ORCA input format:
```
! wB97M-V def2-TZVPD RIJCOSX def2/J DEFGRID3
* xyz 0 1
C -1.41290 -1.21833 -0.07984
C -0.18870 -1.20783 0.70440
S -0.18637 0.14444 2.04684
C 1.45598 0.80907 1.67740
H -2.13508 -0.63147 0.45616
H -1.20673 -0.83717 -1.04306
H -1.73920 -2.24624 -0.23340
H -0.00216 -2.16135 1.10376
H 0.58006 -0.93489 0.06570
H 1.73199 1.90380 2.02857
H 1.30611 0.81544 0.62508
H 2.31977 0.16084 1.92318
H 0.88523 1.68093 -5.65632
H 0.30056 1.33130 -4.21173
O 0.22689 1.03878 -5.20240
*
```

Frontier orbital gap = 9.11 eV
HOMO level = -0.31507 Ha
Lowest unoccupied orbital energy = 0.541 eV
SMILES = CCSC.O
Molar mass = 94.2 g/mol

natural (NBO) population analysis, charges in e, atoms 1 to 4: atom 1 (C): -0.63, atom 2 (C): -0.46, atom 3 (S): 0.14, atom 4 (C): -0.75

=====

We find Q to be the most stable, with the next structure 7.0 kcal/mol higher.

=====

--- P ---
Entry from the Open Molecules 2025 dataset: a 3-piece molecular cluster, C3H10OS overall (ωB97M-V with the def2-TZVPD basis set).

The geometry in ORCA input format:
```
! wB97M-V def2-TZVPD RIJCOSX def2/J DEFGRID3
* xyz 0 1
C 1.07694 -1.80664 -0.91042
C 0.17640 -1.45250 0.29925
C 1.45584 -1.08097 0.74154
S -0.41892 1.44355 -1.01928
H 1.50844 -0.99143 -1.51288
H 0.36698 -2.10004 -1.69783
H 1.66162 -2.72460 -0.78322
H -0.34429 -2.30340 0.73833
H -0.50239 -0.64226 0.02498
H 2.09592 -1.60885 1.43933
H 1.57938 0.00472 0.63665
H -0.58142 1.06962 -2.29708
H -2.11268 1.67869 1.92436
H -1.16065 0.89894 1.12060
O -1.40732 1.04365 2.05486
*
```

Frontier orbital gap = 5.24 eV
HOMO level = -0.25921 Ha
Lowest unoccupied orbital energy = -1.817 eV
Molar mass = 94.2 g/mol

natural (NBO) population analysis, charges in e, atoms 1 to 4: atom 1 (C): -0.71, atom 2 (C): -0.45, atom 3 (C): 0.00, atom 4 (S): -0.98

=====

--- Q ---
Entry from the Open Molecules 2025 dataset: a 2-piece molecular cluster, C3H10OS overall (ωB97M-V with the def2-TZVPD basis set).

The geometry in ORCA input format:
```
! wB97M-V def2-TZVPD RIJCOSX def2/J DEFGRID3
* xyz 0 1
C -4.66613 -0.26528 2.85721
O -4.47046 0.82047 1.93577
H -3.87862 -0.31401 3.59963
H -4.88588 -1.16976 2.30867
H -5.70640 0.09153 3.46273
H -5.04714 1.42202 2.31623
C 2.40545 1.44893 -0.92907
C 1.68632 0.09748 -0.90372
S 2.82590 -1.21234 -1.69851
H 1.59174 2.26188 -0.83580
H 3.12781 1.50984 -0.13874
H 2.79448 1.94094 -1.82461
H 0.73940 0.21996 -1.37930
H 1.61213 -0.50235 0.04144
H 3.64793 -0.31308 -2.00683
*
```

Frontier orbital gap = 9.75 eV
HOMO level = -0.32740 Ha
Lowest unoccupied orbital energy = 0.843 eV
SMILES = CCS.CO
Molar mass = 94.2 g/mol

natural (NBO) population analysis, charges in e, atoms 1 to 4: atom 1 (C): -0.24, atom 2 (O): -0.72, atom 3 (H): 0.18, atom 4 (H): 0.18

=====

We find Q to be the most stable, with the next structure 54.7 kcal/mol higher.

=====

--- P ---
Entry from the Open Molecules 2025 dataset: one molecule with the formula C2H7N5O (ωB97M-V with the def2-TZVPD basis set).

The geometry in ORCA input format:
```
! wB97M-V def2-TZVPD RIJCOSX def2/J DEFGRID3
* xyz 0 1
C 0.92980 0.43836 -0.87044
C -1.15500 0.17743 -0.17464
H 1.31357 0.64343 2.40825
H 1.30751 -0.92527 1.85808
H 2.54559 -0.31116 -0.14096
H 1.84125 -0.67384 -2.25134
H -2.87862 1.46093 -0.56847
H -3.15238 0.15523 0.78135
H -1.77602 -1.89512 -0.25907
N 1.74291 -0.02522 1.52482
N 1.90109 0.44212 0.14978
N 0.92943 -0.22349 -2.02500
N -2.38684 0.91405 0.21542
N -0.91264 -1.22487 -0.10560
O -0.24965 1.04743 -0.54217
*
```

Frontier orbital gap = 9.78 eV
HOMO level = -0.33365 Ha
Lowest unoccupied orbital energy = 0.701 eV
SMILES = [H]/N=C(\N)O/C(=N/[H])NN
Molar mass = 117.1 g/mol

natural (NBO) population analysis, charges in e, atoms 1 to 4: atom 1 (C): 0.67, atom 2 (C): 0.73, atom 3 (H): 0.37, atom 4 (H): 0.38

=====

--- Q ---
Entry from the Open Molecules 2025 dataset: one molecule with the formula C2H7N5O (ωB97M-V with the def2-TZVPD basis set).

The geometry in ORCA input format:
```
! wB97M-V def2-TZVPD RIJCOSX def2/J DEFGRID3
* xyz 0 1
C 1.42272 -1.07330 -0.21981
C -1.25608 1.06668 -0.17011
H 3.35415 1.23290 -0.35250
H 1.86552 1.23410 0.56680
H 1.58349 -2.02974 -0.73049
H -0.68974 -1.23046 0.16493
H -1.33567 2.11594 -0.21963
H -3.08123 1.13578 -0.29135
H -2.87184 -1.45954 -0.20675
N 2.78934 0.73591 0.38099
N 2.52168 -0.43912 -0.21731
N 0.16342 -0.63303 0.08011
N -0.06476 0.70395 0.08005
N -2.41508 0.39615 -0.37965
O -2.59833 -0.78829 0.47491
*
```

Frontier orbital gap = 7.73 eV
HOMO level = -0.27163 Ha
Lowest unoccupied orbital energy = 0.334 eV
SMILES = N/N=C\N/N=C\NO
Molar mass = 117.1 g/mol

natural (NBO) population analysis, charges in e, atoms 1 to 4: atom 1 (C): 0.16, atom 2 (C): 0.16, atom 3 (H): 0.36, atom 4 (H): 0.36

=====

We find Q to be the most stable, with the next structure 2.5 kcal/mol higher.

=====

--- P ---
Entry from the Open Molecules 2025 dataset: a 4-piece molecular cluster, C3H13O3S overall (ωB97M-V with the def2-TZVPD basis set).

The geometry in ORCA input format:
```
! wB97M-V def2-TZVPD RIJCOSX def2/J DEFGRID3
* xyz -1 1
C 1.52551 0.55280 1.01101
C 1.73908 0.83840 -0.53351
C 1.51169 -0.31712 -1.47090
S 2.29944 -1.90071 -0.89892
H 1.39070 1.37717 1.70160
H 2.49082 0.15795 1.33798
H 0.78410 -0.20343 1.20480
H 1.04266 1.65190 -0.74338
H 2.71262 1.34347 -0.61364
H 1.84688 -0.12034 -2.49351
H 0.44363 -0.44810 -1.62464
H -4.01204 2.01748 1.70348
H -3.71500 0.85810 0.61803
O -4.25289 1.16579 1.35550
H 0.16048 -2.19587 1.10937
H -0.31772 -2.41611 -0.25096
O -0.68877 -2.26855 0.64678
H -1.54625 -0.52305 -0.13423
H -1.44316 0.17583 -1.36796
O -1.97178 0.25440 -0.55692
*
```

Frontier orbital gap = 6.46 eV
HOMO level = -0.11090 Ha
Lowest unoccupied orbital energy = 3.446 eV
Molar mass = 129.2 g/mol

natural (NBO) population analysis, charges in e, atoms 1 to 4: atom 1 (C): -0.61, atom 2 (C): -0.41, atom 3 (C): -0.51, atom 4 (S): -0.74

=====

--- Q ---
Entry from the Open Molecules 2025 dataset: a 4-piece molecular cluster, C3H13O3S overall (ωB97M-V with the def2-TZVPD basis set).

The geometry in ORCA input format:
```
! wB97M-V def2-TZVPD RIJCOSX def2/J DEFGRID3
* xyz -1 1
C 1.99820 -1.36134 -0.04140
C 0.92092 -0.99439 0.96984
C -0.45013 -1.64316 0.76147
S -1.51012 -0.94218 -0.55735
H 2.18527 -2.43560 0.03418
H 2.89383 -0.74411 0.05676
H 1.72184 -1.15819 -1.07747
H 1.28215 -1.21324 1.98495
H 0.87377 0.10328 0.99726
H -0.96085 -1.43217 1.69886
H -0.25343 -2.70594 0.59764
H 1.26914 0.98185 -2.39764
H 1.81340 1.84140 -1.33090
O 2.05693 1.50529 -2.20622
H -0.45486 1.45090 2.17858
H -1.91429 1.32332 1.92758
O -1.29637 1.65333 2.60687
H -0.51478 1.03316 -0.78102
H -1.11505 2.43453 -0.59818
O -0.31942 1.99949 -0.91554
*
```

Frontier orbital gap = 7.01 eV
HOMO level = -0.12019 Ha
Lowest unoccupied orbital energy = 3.737 eV
Molar mass = 129.2 g/mol

natural (NBO) population analysis, charges in e, atoms 1 to 4: atom 1 (C): -0.61, atom 2 (C): -0.40, atom 3 (C): -0.52, atom 4 (S): -0.69

=====

We find Q to be the most stable, with the next structure 10.8 kcal/mol higher.

=====

--- P ---
Entry from the Open Molecules 2025 dataset: a 2-piece molecular cluster, C6H9NO2S2 overall (ωB97M-V with the def2-TZVPD basis set).

The geometry in ORCA input format:
```
! wB97M-V def2-TZVPD RIJCOSX def2/J DEFGRID3
* xyz 0 1
C -1.68879 1.68737 2.60307
C -0.52745 2.31406 2.80412
C -0.83324 1.03563 0.59350
C 1.50604 -1.02436 -1.14307
C -0.53491 -2.38351 -1.59876
C 0.44927 -1.30672 -2.22959
N -1.79277 1.09086 1.33367
O 0.71663 3.07719 0.50480
O 1.76289 1.16972 1.64606
S -0.42758 0.24944 -2.43578
S 0.57200 1.92270 1.36748
H -2.69577 1.90764 3.16700
H -0.01895 2.78146 3.61603
H 1.64410 -1.98221 -0.53739
H 2.40562 -0.67787 -1.53737
H 1.00286 -0.40214 -0.48231
H -1.36898 -2.05551 -1.07503
H -0.04936 -3.08285 -0.98108
H -0.95396 -2.96357 -2.43470
H 0.83236 -1.35732 -3.18066
*
```

Frontier orbital gap (spin up / spin down) = 5.37 / 5.47 eV
HOMO level (spin up / spin down) = -0.31020 / -0.31352 Ha
Lowest unoccupied orbital energy (spin up / spin down) = -3.072 / -3.057 eV
Molar mass = 191.3 g/mol

natural (NBO) population analysis, charges in e, atoms 1 to 4: atom 1 (C): -0.01, atom 2 (C): -0.44, atom 3 (C): 0.09, atom 4 (C): -0.59

=====

--- Q ---
Entry from the Open Molecules 2025 dataset: a 2-piece molecular cluster, C6H9NO2S2 overall (ωB97M-V with the def2-TZVPD basis set).

The geometry in ORCA input format:
```
! wB97M-V def2-TZVPD RIJCOSX def2/J DEFGRID3
* xyz 0 1
C 1.55438 2.10566 2.39117
C 0.82433 1.24503 1.52930
C 2.88704 2.00312 2.18228
C 1.66045 0.34343 0.86385
C -0.21988 -2.28460 -0.90273
C 1.24371 -0.69440 -0.05905
N -0.01509 -1.05078 -0.15318
O -3.36206 -0.52416 -0.05848
O -4.31664 1.97163 -0.25682
S 3.27715 0.89550 1.00667
S -3.89883 0.62783 -1.09954
H 1.01566 2.70665 3.15321
H -0.17115 1.33563 1.32544
H 3.38412 2.70360 2.80389
H 0.34327 -2.14600 -1.84031
H 0.36712 -3.12033 -0.44737
H -1.32612 -2.64322 -0.93999
H 1.96475 -1.26495 -0.60528
H -2.30596 -0.43990 0.17120
H -3.71546 2.75162 -0.34627
*
```

Frontier orbital gap = 8.21 eV
HOMO level = -0.30650 Ha
Lowest unoccupied orbital energy = -0.134 eV
SMILES = C/N=C/c1cccs1.OSO
Molar mass = 191.3 g/mol

natural (NBO) population analysis, charges in e, atoms 1 to 4: atom 1 (C): -0.24, atom 2 (C): -0.18, atom 3 (C): -0.46, atom 4 (C): -0.31

=====

We find Q to be the most stable, with the next structure 106.1 kcal/mol higher.

=====

--- P ---
Entry from the Open Molecules 2025 dataset: a 2-piece molecular cluster, CH9N2O overall (ωB97M-V with the def2-TZVPD basis set).

The geometry in ORCA input format:
```
! wB97M-V def2-TZVPD RIJCOSX def2/J DEFGRID3
* xyz 1 1
N -0.78385 1.74944 1.59009
H -1.66044 2.23760 1.71344
H -0.03907 2.24792 1.97951
H -1.03166 0.00728 -0.97148
H -0.72360 0.90100 2.20920
N -0.34324 -0.21271 -0.19669
C 0.76724 -0.83175 -1.42041
O 0.99090 -1.98336 -0.85750
H -0.19066 0.69510 0.34204
H -0.10886 -1.08146 0.37369
H 1.65177 -0.15772 -1.12900
H 0.24703 -0.67447 -2.43808
H 1.22443 -2.89686 -1.19480
*
```

Frontier orbital gap = 11.76 eV
HOMO level = -0.55363 Ha
Lowest unoccupied orbital energy = -3.306 eV
Molar mass = 65.1 g/mol

natural (NBO) population analysis, charges in e, atoms 1 to 4: atom 1 (N): -1.08, atom 2 (H): 0.41, atom 3 (H): 0.38, atom 4 (H): 0.45

=====

--- Q ---
Entry from the Open Molecules 2025 dataset: a 2-piece molecular cluster, CH9N2O overall (ωB97M-V with the def2-TZVPD basis set).

The geometry in ORCA input format:
```
! wB97M-V def2-TZVPD RIJCOSX def2/J DEFGRID3
* xyz 1 1
O -2.43931 0.36055 0.25286
H -3.20964 -0.14781 0.51720
H -0.89908 -0.26826 0.01175
H -2.68880 1.28816 0.21409
N -0.08608 -0.71662 -0.49899
C 1.22491 0.08919 -0.46825
N 1.52428 0.44213 0.85203
H -0.39754 -0.90279 -1.45916
H 0.16067 -1.65441 -0.18808
H 1.24910 0.95755 -1.08943
H 1.95567 -0.65621 -0.78880
H 2.00772 -0.18241 1.47399
H 1.59809 1.39094 1.17078
*
```

Frontier orbital gap = 10.94 eV
HOMO level = -0.52275 Ha
Lowest unoccupied orbital energy = -3.286 eV
Molar mass = 65.1 g/mol

natural (NBO) population analysis, charges in e, atoms 1 to 4: atom 1 (O): -0.97, atom 2 (H): 0.51, atom 3 (H): 0.48, atom 4 (H): 0.51

=====

We find Q to be the most stable, with the next structure 55.3 kcal/mol higher.